# 1
C17H31N4O | ωB97M-V with the def2-TZVPD basis set

* SMILES: CCCCCCCCCCCCCCn1cn[n+](OC#N)c1
* LUMO level: -4.64 eV
* spin multiplicity: 1
* HOMO energy: -11.82 eV
* total charge: +1
* F_max: 0.1336 hartree/bohr

Cartesian coordinates (Å):
O: 3.9360 2.8268 2.9244
N: 4.8003 -0.4117 1.4449
N: 5.7661 1.4763 2.6669
N: 4.4355 1.6610 2.4535
N: 1.6328 2.5019 4.1560
C: 0.2315 1.0190 -2.7650
C: -4.5945 0.5286 0.2160
C: -4.5651 -1.3830 2.1410
C: 3.2654 -2.1535 0.2377
C: 1.8846 -0.3293 -1.2227
C: -3.4685 -2.2854 2.9613
C: -1.3089 0.9355 -3.2675
C: 4.7384 -1.7132 0.7063
C: -2.2477 2.1244 -2.7056
C: 2.8447 -1.6579 -1.2353
C: 3.7917 0.5736 1.7517
C: 0.8718 -0.4503 -2.4895
C: -3.6676 1.5639 -2.1154
C: -3.7194 -0.4552 1.1365
C: 5.9958 0.2007 2.0415
C: 2.7513 2.5350 3.6774
C: -3.5290 1.5651 -0.4829
H: 3.2248 -3.3025 0.2297
H: -2.4454 -1.7476 2.8379
H: 1.5038 -0.8042 -3.3967
H: 5.2899 -2.5242 1.3096
H: 2.1867 -2.4869 -1.7144
H: 1.3009 -0.3547 -0.2222
H: -3.6917 -2.3317 4.0881
H: -1.7431 -0.0863 -2.9342
H: -1.2723 1.0383 -4.4179
H: -4.5540 2.2411 -2.3698
H: -3.3180 -3.3263 2.4865
H: -3.0652 -1.1683 0.4985
H: -3.8414 0.4588 -2.3955
H: -5.3288 -2.0645 1.5930
H: -3.5957 2.6183 -0.0386
H: -5.3570 1.1685 0.7844
H: -1.7140 2.7483 -1.8949
H: -2.5397 2.7735 -3.6212
H: 0.8806 1.4960 -3.5895
H: 7.0180 -0.3336 1.9792
H: 5.3694 -1.5648 -0.2569
H: -5.1601 -0.7720 2.9275
H: 0.2720 1.6096 -1.7837
H: 3.7158 -1.4861 -1.9579
H: -2.4647 1.1383 -0.2829
H: 2.6906 0.4910 1.4649
H: 2.4587 -1.7600 0.9648
H: -5.1359 -0.0024 -0.6592
H: -0.0064 -1.1792 -2.2783
H: 2.4840 0.6407 -1.3524
H: -3.0073 0.2007 1.7709

# 2
C36H90BCdF4N6O4S | ωB97M-V with the def2-TZVPD basis set

* LUMO level: 2.28 eV
* ΔE to the lowest compared entry with this formula, charge and spin: 2.529 eV
* spin multiplicity: 1
* HOMO energy: -4.88 eV
* total charge: -1
* F_max: 0.1210 hartree/bohr

Cartesian coordinates (Å):
Cd: -2.0004 1.6565 -0.4730
S: -2.0726 3.1855 -2.5587
F: 0.5476 -0.4273 0.9410
F: -1.7263 -0.2326 0.3687
F: -0.5895 1.5537 0.9613
F: -0.2326 0.6306 -0.9149
O: -1.1578 3.3775 -3.6472
O: -1.5899 3.4395 -1.1974
O: -3.1757 4.0195 -3.0065
O: -2.4696 1.7821 -2.3732
N: -1.4142 1.1407 4.8100
N: 1.5520 -0.6719 -6.3124
N: 3.0592 -2.6916 3.0443
N: 2.9929 3.3888 -1.5077
N: -0.9681 -4.6356 -0.5770
N: -3.6970 2.0237 0.6210
C: 3.8396 -4.2461 1.1749
C: 1.7024 -3.3331 3.0846
C: 2.7500 -1.3327 -6.9017
C: 1.2851 -3.7119 4.5383
C: 1.9218 3.7009 -2.4758
C: -4.4233 3.1141 -0.0768
C: 0.4977 -0.0023 -4.1620
C: -2.1651 -3.8897 -0.1143
C: -1.4894 -0.9777 3.6115
C: 0.2387 -3.8339 -0.6734
C: 0.3341 -1.3670 -6.7976
C: 1.6676 -0.6547 -4.8435
C: -2.0913 -6.6054 -1.5981
C: -2.1314 3.1652 5.9101
C: -5.7745 3.5430 0.5596
C: -1.7460 1.7017 6.1182
C: 0.0926 -1.1208 -8.2900
C: -4.5228 0.7850 0.7922
C: 2.9261 -1.2619 3.4230
C: 4.2737 -0.5436 3.5428
C: -1.1382 -5.4225 -1.8175
C: -1.3798 -0.3057 4.9692
C: -2.0571 -3.4130 1.2893
C: 3.6064 -2.8308 1.6575
C: -2.5521 3.6851 2.0500
C: -0.1773 1.6884 4.2208
C: 1.6169 3.9050 0.6021
C: 2.9036 4.1411 -0.2148
C: 1.7959 5.2331 -2.7309
C: 4.0073 -0.5201 -6.7009
C: -4.6704 0.0749 -0.5280
C: 3.1476 1.9198 -1.4519
C: 4.2802 1.5484 -0.5373
C: 1.1069 1.6971 5.0615
C: 0.0533 -2.6406 -1.6596
C: -3.4672 2.4536 2.0206
B: -0.4733 0.3218 0.3938
H: -2.9769 4.6072 1.6533
H: -2.9610 -2.8402 1.4966
H: 0.2296 -3.9803 4.5834
H: -0.5080 -1.0680 3.1457
H: -2.2293 -0.6336 5.5684
H: 1.8212 -1.6618 -4.4559
H: -1.2255 -2.7318 1.4697
H: 4.0179 1.6831 0.5120
H: 4.5886 -2.3584 1.6766
H: -0.9380 -1.3262 -8.5794
H: -3.0978 -6.2917 -1.3213
H: -1.9687 -4.2433 1.9900
H: -2.1462 3.7583 6.8245
H: 1.4908 -2.9027 5.2390
H: 2.3406 -1.1981 4.3401
H: -2.6328 1.2261 6.5370
H: 2.1675 1.5267 -1.1817
H: 1.4796 5.8578 -1.8956
H: -3.0725 -4.4889 -0.1893
H: -1.6374 3.5618 1.4702
H: -2.3943 -3.0876 -0.8158
H: -6.4969 2.7273 0.5918
H: -5.2305 0.7672 -1.1565
H: 3.9651 0.4690 -7.1571
H: 1.8411 -4.5666 4.9235
H: -4.5746 2.7924 -1.1072
H: -0.2740 2.6742 3.7660
H: 2.7037 -1.5781 -7.9627
H: 0.0275 1.0768 3.3421
H: -4.3719 2.6286 2.6028
H: -2.3730 3.8888 3.1057
H: 3.7885 3.9355 0.3874
H: -2.0744 -0.3989 2.8967
H: -2.1824 -7.2506 -2.4719
H: 2.9205 5.2178 -0.3840
H: -0.9488 1.6263 6.8577
H: 0.7670 4.4109 0.1439
H: -3.1084 3.2081 5.4286
H: 1.0851 5.4586 -3.5259
H: -1.9000 -1.9815 3.7208
H: 0.2191 0.9979 -4.4940
H: 2.5315 -0.0695 -4.5285
H: 1.8430 1.9428 4.2960
H: 4.4240 -4.7894 1.9175
H: -3.7986 4.0062 -0.1227
H: 0.4883 -3.3528 0.2723
H: -2.9598 1.6799 2.5968
H: -1.5392 -4.8099 -2.6249
H: 4.4861 0.4916 -0.7077
H: -0.3720 -0.6575 -4.2114
H: 2.8718 -2.3083 -6.4311
H: 1.4738 2.8319 0.7290
H: -0.1811 -5.8383 -2.1326
H: -0.5479 -0.9981 -6.2742
H: 4.4132 -4.2569 0.2481
H: -5.6769 4.0168 1.5364
H: -0.1232 -2.9560 -2.6879
H: 4.6413 -0.1919 2.5788
H: 2.7948 5.5312 -3.0491
H: 3.3576 1.5205 -2.4442
H: 2.3288 -0.7900 2.6427
H: -3.7027 -0.1154 -0.9922
H: 1.3844 0.7479 5.5198
H: 1.1448 -4.4132 -0.8510
H: 4.3929 -0.5351 -5.6815
H: 0.9395 3.3658 -2.1430
H: 2.9437 -4.8376 0.9866
H: -6.2498 4.2662 -0.1031
H: 4.7998 -0.9986 -7.2763
H: 0.9369 -2.6976 2.6395
H: 1.8494 4.3129 1.5858
H: 5.1795 2.1242 -0.7563
H: -3.9327 0.0532 1.3437
H: 0.6891 -1.8370 -8.8552
H: 0.7394 0.0641 -3.1012
H: 0.3797 -2.4221 -6.5282
H: 0.3679 -0.0974 -8.5450
H: 2.1364 3.2333 -3.4368
H: 1.6659 -4.3037 2.5899
H: -5.2149 -0.8673 -0.4647
H: 4.1058 0.2978 4.2151
H: 2.9672 -2.2582 0.9854
H: -5.4897 0.9429 1.2699
H: 1.1018 2.5201 5.7761
H: -1.7549 -7.2134 -0.7583
H: -0.4806 -0.6560 5.4760
H: -1.4394 3.7398 5.2945
H: -0.8114 -2.0333 -1.3918
H: 5.0241 -1.1525 4.0469
H: 0.8951 -1.9482 -1.6474

# 3
C22H29N4 | ωB97M-V with the def2-TZVPD basis set

* LUMO level: -4.43 eV
* ΔE to the lowest compared entry with this formula, charge and spin: 0.424 eV
* spin multiplicity: 1
* HOMO energy: -10.45 eV
* total charge: +1
* F_max: 0.0338 hartree/bohr

Cartesian coordinates (Å):
N: 2.7307 -0.1659 2.6187
N: -0.2493 1.0123 6.8662
N: 0.6308 0.0112 1.4105
N: 2.7426 -0.0012 0.4276
C: -3.6825 -1.3033 1.3793
C: 1.9104 -0.0466 1.5181
C: 4.1391 -0.1044 2.2866
C: -0.0551 0.1424 5.8872
C: -4.3297 -0.0859 1.1428
C: -2.2575 -1.0354 5.9226
C: -1.2348 3.2310 8.4785
C: -0.9599 -3.4249 5.2206
C: 0.5503 2.2459 6.9409
C: -0.9886 0.7357 8.1163
C: 4.1372 -0.0394 0.7553
C: -1.6803 -0.1160 2.0621
C: -1.9410 1.8772 8.4565
C: -2.9768 -2.2186 5.8590
C: -0.2239 -2.2531 5.3167
C: -2.3080 1.0959 1.7601
C: -2.3320 -3.4206 5.5195
C: -0.2327 -0.0896 2.5407
C: -0.3324 3.4477 7.2675
C: -2.3551 -1.3224 1.8284
C: -0.8543 -1.0416 5.7074
C: -3.6380 1.1161 1.3256
H: 2.3748 -0.0764 3.5607
H: -2.8986 -4.3569 5.4831
H: -0.6406 3.3038 9.3956
H: -0.2446 0.6552 8.9280
H: -0.4590 -4.3547 4.9478
H: -4.0437 -2.2224 6.0924
H: 0.3061 4.3213 7.4371
H: 4.5874 0.7842 2.7482
H: -0.9554 3.6665 6.3932
H: -1.5290 -0.2084 8.0557
H: -2.7658 -0.0937 6.1588
H: -2.3958 1.6810 9.4357
H: -1.7324 2.0219 1.8531
H: -4.2043 -2.2470 1.1999
H: 4.6413 -0.9186 0.3408
H: 1.0533 2.3925 5.9848
H: 0.8596 -2.2458 5.1688
H: -5.3685 -0.0722 0.8084
H: 4.6611 0.8537 0.3996
H: -0.0331 -0.9760 3.1573
H: 4.6775 -0.9907 2.6446
H: 1.3150 2.1223 7.7264
H: -2.7576 1.8971 7.7252
H: -1.9829 4.0264 8.5197
H: 2.3758 0.0639 -0.5107
H: -1.8282 -2.2693 1.9838
H: -0.1093 0.7884 3.1921
H: 0.8400 0.3014 5.2647
H: -4.1179 2.0761 1.1179

# 4
C2H3ClO2P | ωB97M-V with the def2-TZVPD basis set

* LUMO level: 3.95 eV
* ΔE to the lowest compared entry with this formula, charge and spin: 4.243 eV
* spin multiplicity: 1
* HOMO energy: -3.17 eV
* total charge: -1
* F_max: 0.0488 hartree/bohr

Cartesian coordinates (Å):
Cl: 0.2289 -2.0578 0.0637
P: 1.5671 0.5339 0.0253
O: -2.5484 0.0061 -0.7790
O: -1.4883 1.1228 0.9563
C: 0.1400 -0.4407 -0.7004
C: -1.8387 0.4974 0.0362
H: 2.5012 -0.2183 0.9374
H: 0.9560 1.2655 1.1404
H: 0.4823 -0.7088 -1.6798

# 5
C31H59BF2I2N9O8 | ωB97M-V with the def2-TZVPD basis set

* LUMO level: -4.14 eV
* spin multiplicity: 1
* HOMO energy: -9.99 eV
* total charge: +1
* F_max: 0.1077 hartree/bohr

Cartesian coordinates (Å):
I: 5.3945 -1.3851 0.2579
I: 2.2069 1.3540 -2.8020
F: 4.3819 -5.2097 3.4939
F: -2.2531 -3.7629 2.9591
O: 6.8138 3.2759 -2.3668
O: -4.8600 -4.7144 -0.1140
O: -2.7030 5.3486 0.6550
O: 2.7251 -1.7067 -1.5601
O: 3.2916 -3.8528 -0.7948
O: 2.1191 2.9784 2.3399
O: -0.5721 -3.2880 5.2680
O: -3.3430 1.0069 -3.9513
N: -7.1165 -4.8787 0.2694
N: 1.2127 -5.0040 4.8254
N: -0.7949 2.8611 0.6749
N: -1.2281 -3.5345 2.0959
N: 7.7082 2.7156 -4.4032
N: -2.6915 6.4857 2.6482
N: -2.8716 -3.2109 0.2374
N: 3.8526 2.9636 3.8429
N: -5.0292 -0.3103 -4.7782
C: 2.7966 2.4128 3.1793
C: 3.6913 0.5353 -1.4566
C: -7.4533 -4.0341 -0.8611
C: -0.6283 -2.6446 -1.8144
C: -2.4407 5.4136 1.8427
C: -4.1008 0.6866 -4.8492
C: 4.2296 4.3338 3.5521
C: -1.6614 -0.3284 -0.8710
C: 1.2328 -3.0677 0.2190
C: 4.6100 2.2220 4.8301
C: -1.4655 -3.2409 0.6833
C: -0.2512 -2.9773 -0.3024
C: -0.9164 -1.0745 -2.0817
C: 4.8179 1.5757 -0.9109
C: 2.8067 -3.5995 2.4536
C: 1.3871 -3.4184 1.7495
C: 7.6996 1.8148 -5.5378
C: -3.3206 7.6620 2.0795
C: -0.5786 2.1004 -0.5978
C: 8.6492 3.8191 -4.3894
C: 3.3050 -5.1521 2.5071
C: 2.5082 -2.8589 -0.7592
C: -5.1517 -1.0708 -3.5502
C: -5.8970 -0.6322 -5.8929
C: -1.8525 1.2645 -1.1093
C: -8.1861 -5.4202 1.0845
C: 0.1277 -3.6355 2.6640
C: -2.3483 6.4848 4.0552
C: 6.8590 2.5571 -3.3492
C: 3.7515 -0.8405 -1.0376
C: -5.8093 -5.1386 0.5326
B: 0.2408 -3.9824 4.2722
H: -2.6927 8.0500 1.2736
H: -2.9406 -3.6715 -0.6957
H: 2.4784 -5.8751 2.8103
H: -1.5482 -3.2475 -2.1824
H: -1.5630 -0.9008 -3.0268
H: 8.0973 4.7599 -4.3222
H: 5.0865 4.6318 4.1576
H: 9.2949 3.7286 -3.5125
H: 2.8812 -3.0955 3.4934
H: -4.0912 1.1998 -5.8240
H: -5.6947 0.0173 -6.7459
H: 0.7682 -5.4081 5.6756
H: 3.7358 -5.4074 1.4643
H: -6.9371 -0.5029 -5.5831
H: 2.5965 1.3699 3.4755
H: -8.5345 -3.9182 -0.9436
H: 8.6838 1.3482 -5.6292
H: -3.2579 6.6313 4.6436
H: 6.1877 1.6893 -3.4620
H: -5.6662 -5.7882 1.4103
H: -3.4554 8.4306 2.8418
H: -2.8216 1.5969 -0.5692
H: 0.1152 -0.6012 -2.3121
H: -0.2113 2.8316 -1.4118
H: -8.7615 -4.5945 1.5099
H: 3.5765 -3.0614 1.7977
H: -7.0617 -4.4865 -1.7756
H: -1.9617 4.5756 2.3747
H: 0.0192 -3.1632 6.0429
H: -8.8356 -6.0344 0.4563
H: 0.2743 1.3331 -0.4336
H: -2.7329 -0.7625 -0.8138
H: 6.9450 1.0364 -5.4132
H: 4.4814 4.4191 2.4921
H: 5.6535 2.1661 4.5096
H: -3.4441 -3.8384 0.8437
H: -4.2918 7.3833 1.6633
H: -1.6494 7.3020 4.2515
H: -1.8841 5.5402 4.3435
H: 5.8814 1.2387 -1.1486
H: 7.4792 2.3855 -6.4435
H: -5.9313 -1.8281 -3.6451
H: 4.6185 1.6544 0.2246
H: -7.7883 -6.0335 1.8946
H: -5.7286 -1.6716 -6.1864
H: -0.9424 3.8549 0.4101
H: 4.6130 2.6339 -1.3273
H: -4.1955 -1.5533 -3.3302
H: -5.3977 -0.3910 -2.7304
H: 4.5488 2.7417 5.7896
H: 3.3831 4.9913 3.7648
H: 9.2576 3.8148 -5.2946
H: -2.0381 1.4983 -2.2289
H: 2.0186 -4.4654 5.2177
H: -1.1270 -0.4377 0.1352
H: 0.1390 2.8608 1.1410
H: 4.2167 1.2105 4.9456
H: -6.9879 -3.0543 -0.7277
H: 0.2476 -3.0311 -2.4670

# 6
C4H10OS2 | ωB97M-V with the def2-TZVPD basis set

* SMILES: CC(C)(O)C(S)S
* LUMO level: 0.62 eV
* ΔE to the lowest compared entry with this formula, charge and spin: 1.607 eV
* spin multiplicity: 1
* HOMO energy: -8.80 eV
* F_max: 0.0510 hartree/bohr

Cartesian coordinates (Å):
S: -2.0501 -1.3898 -1.4624
S: -0.1240 -2.5999 0.3461
O: 0.0681 0.9314 -1.4914
C: 0.0948 0.1188 -0.2572
C: -0.3410 -1.2414 -0.8328
C: -0.8305 0.8223 0.7011
C: 1.4420 0.0408 0.3645
H: -0.9495 -2.2229 1.3050
H: -0.8106 0.3353 1.7458
H: 1.7632 1.0795 0.6267
H: -2.2476 -0.0605 -1.4278
H: 0.1490 -1.4078 -1.8080
H: 2.2578 -0.4482 -0.2678
H: 1.3474 -0.7719 1.1104
H: -1.9578 0.7032 0.4644
H: 0.5675 1.7441 -1.1813
H: -0.5338 1.9518 0.6695